Entry 1:
Here is a structure of composition C7H8O5V in a non-equilibrium geometry from OMol25. Energies are from wB97M-V/def2-TZVPD.

The geometry in XYZ format:
```
21
C7H8O5V wB97M-V/def2-TZVPD
V 0.47 0.10 0.05
O 0.66 -2.56 -1.62
C 0.48 -1.59 -1.01
C -0.34 1.53 1.08
O -0.83 2.31 1.79
C -0.49 0.84 -1.55
O -1.11 1.29 -2.44
C 1.18 -0.84 1.56
O 1.37 -1.46 2.53
C 2.36 0.35 -0.89
H 2.99 -0.47 -0.52
H 2.25 0.33 -1.99
C 2.05 1.49 -0.11
H 1.65 2.42 -0.53
H 2.38 1.60 0.94
C -2.78 -0.70 0.24
O -1.61 -0.94 1.07
H -2.84 0.38 0.13
H -3.66 -1.08 0.74
H -2.67 -1.09 -0.76
H -1.52 -1.89 1.28
```

Output
LUMO (spin up / spin down): -9.98 / -11.40 eV
total charge: +2
HOMO energy (spin up / spin down): -19.44 / -19.73 eV
molecular weight: 223.080 g/mol
2S+1: 4

Entry 2:
Here is the ion C12H16NS with charge +1 in a non-equilibrium geometry from OMol25. Energies are from wB97M-V/def2-TZVPD.

The geometry in XYZ format:
```
30
C12H16NS wB97M-V/def2-TZVPD
C -3.60 -0.97 0.12
C -2.21 -1.48 0.06
C -3.92 0.31 0.60
C -1.25 -0.52 0.02
C 0.77 0.57 0.45
C 2.20 0.80 0.55
C 3.23 0.12 0.08
C -2.76 1.23 0.86
C -1.58 1.00 -0.06
C 4.68 0.58 0.09
C -1.93 1.24 -1.59
C 0.78 -1.87 0.37
N 0.11 -0.59 0.23
S -0.17 2.02 0.48
H -4.36 -1.68 0.02
H -2.10 -2.57 -0.19
H -5.01 0.46 0.88
H 2.40 1.76 0.99
H 3.32 -0.88 -0.28
H -3.17 2.34 0.92
H -2.25 1.17 1.82
H 4.73 1.58 0.47
H 5.21 0.43 -0.80
H 5.21 -0.04 0.83
H -1.77 2.26 -1.62
H -3.01 1.09 -1.67
H -1.24 0.69 -2.24
H 0.93 -2.20 -0.73
H -0.06 -2.59 0.70
H 1.67 -1.80 0.91
```

Output
LUMO (spin up / spin down): -4.73 / -4.73 eV
total charge: +1
HOMO energy (spin up / spin down): -11.65 / -11.65 eV
molecular weight: 206.334 g/mol
2S+1: 1

Entry 3:
Here is a cluster of 2 separate species, C4H9IN in total in a non-equilibrium geometry from OMol25. Energies are from wB97M-V/def2-TZVPD.

The geometry in XYZ format:
```
15
C4H9IN wB97M-V/def2-TZVPD
C -0.02 0.45 -0.21
C 0.31 -0.85 0.35
C -1.40 0.81 -0.65
C 2.33 -1.56 -0.33
N 0.30 0.28 1.24
I 3.60 -0.08 0.43
H 0.77 0.99 -0.73
H -0.35 -1.69 0.49
H -1.62 1.86 -0.45
H -2.16 0.19 -0.17
H -1.47 0.66 -1.73
H 2.18 -1.55 -1.39
H 2.40 -2.51 0.17
H 1.21 0.63 1.56
H -0.45 0.37 1.93
```

Output
LUMO: -3.89 eV
total charge: +1
HOMO energy: -13.60 eV
molecular weight: 198.027 g/mol
2S+1: 1

Entry 4:
Here is a cluster of 2 separate species, C11H15N in total in a non-equilibrium geometry from OMol25. Energies are from wB97M-V/def2-TZVPD.

The geometry in XYZ format:
```
27
C11H15N wB97M-V/def2-TZVPD
C 1.57 -1.01 3.59
C 0.97 -0.50 2.32
C 0.30 0.67 2.23
N -0.13 0.95 0.92
C 0.23 -0.17 0.17
C 0.09 -0.38 -1.19
C 0.56 -1.59 -1.67
C 1.26 -2.51 -0.88
C 1.41 -2.26 0.48
C 0.99 -1.03 0.97
H 1.05 -0.61 4.44
H 2.58 -0.59 3.73
H 1.75 -2.08 3.60
H -0.08 1.26 3.05
H -1.12 1.19 0.91
H -0.49 0.28 -1.84
H 0.51 -1.78 -2.74
H 1.67 -3.42 -1.30
H 1.96 -2.95 1.11
C -2.72 2.86 -2.25
C -3.06 3.30 -3.69
H -2.14 1.92 -2.25
H -2.22 3.62 -1.65
H -3.69 2.53 -1.85
H -2.17 3.43 -4.31
H -3.71 2.55 -4.13
H -3.55 4.26 -3.67
```

Output
LUMO: 0.90 eV
HOMO energy: -7.97 eV
SMILES: Cc1c[nH]c2ccccc12.CC
molecular weight: 161.248 g/mol
2S+1: 1

Entry 5:
Here is the ion C33H34NO2 with charge +1 in a non-equilibrium geometry from OMol25. Energies are from wB97M-V/def2-TZVPD.

The geometry in XYZ format:
```
70
C33H34NO2 wB97M-V/def2-TZVPD
C -1.94 -4.59 5.53
O -0.54 -4.22 5.49
C 0.04 -3.92 4.30
C 1.35 -3.36 4.35
C 1.92 -2.83 3.20
C 1.26 -2.89 1.95
C 1.81 -2.24 0.72
C 2.45 -1.03 0.81
C 3.09 -0.18 -0.25
C 4.56 0.16 0.09
C 5.54 0.06 -0.89
C 6.80 0.63 -0.67
C 7.11 1.18 0.58
C 6.17 1.14 1.61
C 4.88 0.63 1.37
N 2.39 1.09 -0.37
C 0.94 1.16 0.02
C 0.47 2.50 -0.55
C 1.44 2.90 -1.68
C 2.64 1.93 -1.65
C 2.83 1.16 -2.94
C 4.10 1.07 -3.53
C 4.28 0.38 -4.73
C 3.19 -0.16 -5.41
C 1.91 0.03 -4.88
C 1.73 0.66 -3.65
C 1.53 -2.91 -0.58
C 1.51 -4.32 -0.69
C 1.33 -4.96 -1.90
C 1.15 -4.20 -3.08
O 1.07 -4.87 -4.26
C 1.05 -4.10 -5.48
C 1.05 -2.79 -2.98
C 1.25 -2.18 -1.75
C 0.02 -3.58 1.91
C -0.60 -4.07 3.05
H -2.13 -4.73 6.60
H -2.59 -3.79 5.13
H -2.11 -5.52 4.99
H 1.86 -3.32 5.30
H 2.93 -2.42 3.24
H 2.59 -0.64 1.82
H 3.04 -0.66 -1.23
H 5.31 -0.46 -1.83
H 7.53 0.64 -1.48
H 8.09 1.64 0.74
H 6.43 1.52 2.59
H 4.16 0.60 2.19
H 2.79 1.74 0.31
H 0.89 1.08 1.12
H 0.43 0.31 -0.42
H 0.48 3.24 0.27
H -0.57 2.42 -0.89
H 1.83 3.93 -1.56
H 0.92 2.86 -2.65
H 3.58 2.47 -1.45
H 4.94 1.57 -3.04
H 5.29 0.25 -5.12
H 3.32 -0.71 -6.34
H 1.03 -0.33 -5.43
H 0.72 0.82 -3.26
H 1.66 -4.93 0.20
H 1.35 -6.04 -1.98
H 0.96 -4.85 -6.27
H 0.18 -3.43 -5.51
H 1.98 -3.53 -5.60
H 0.82 -2.18 -3.85
H 1.15 -1.09 -1.69
H -0.47 -3.74 0.95
H -1.58 -4.56 2.98
```

Output
LUMO: -2.37 eV
total charge: +1
HOMO energy: -10.20 eV
SMILES: COc1ccc(C(=C[C@H](c2ccccc2)[N@@H+]2CCC[C@@H]2c2ccccc2)c2ccc(OC)cc2)cc1
molecular weight: 476.640 g/mol
2S+1: 1

Entry 6:
Here is a cluster of 2 separate species, C7H9N2OP in total in a non-equilibrium geometry from OMol25. Energies are from wB97M-V/def2-TZVPD.

The geometry in XYZ format:
```
20
C7H9N2OP wB97M-V/def2-TZVPD
C 2.15 -1.84 0.08
C 1.02 -2.60 0.16
C 2.12 -0.50 -0.31
C -0.23 -0.79 -0.29
C -3.79 -1.43 0.08
C 0.80 2.11 0.66
C 0.65 1.45 -0.72
N -0.24 -2.03 -0.02
N 0.78 0.01 -0.48
O 3.07 0.19 -0.62
P -3.11 0.03 -0.35
H 3.12 -2.23 0.30
H 1.11 -3.68 0.09
H -4.73 -1.75 -0.12
H -3.08 -2.30 0.14
H 1.74 1.56 1.09
H 0.98 3.30 0.58
H -0.07 1.85 1.16
H -0.36 1.51 -1.25
H 1.44 1.84 -1.26
```

Output
LUMO (spin up / spin down): -0.82 / -0.84 eV
HOMO energy (spin up / spin down): -8.87 / -8.39 eV
molecular weight: 168.136 g/mol
2S+1: 1

Entry 7:
Here is the ion C6H8N with charge +1 in a non-equilibrium geometry from OMol25. Energies are from wB97M-V/def2-TZVPD.

The geometry in XYZ format:
```
15
C6H8N wB97M-V/def2-TZVPD
C -2.23 0.02 0.29
C -1.82 -1.20 0.03
C -1.36 1.11 -0.04
C -0.11 0.76 -0.55
C 0.87 -0.32 0.23
C 2.33 -0.19 0.02
N 0.05 -0.63 -0.82
H -3.20 0.23 0.73
H -2.01 -2.24 0.00
H -1.70 2.13 0.00
H 0.49 1.49 -1.07
H 0.57 -0.55 1.25
H 2.74 -1.21 0.09
H 2.80 0.41 0.80
H 2.59 0.18 -0.97
```

Output
LUMO (spin up / spin down): -6.32 / -6.32 eV
total charge: +1
HOMO energy (spin up / spin down): -14.58 / -14.57 eV
molecular weight: 94.137 g/mol
2S+1: 1

Entry 8:
Here is the molecule C4H12N2S in a non-equilibrium geometry from OMol25. Energies are from wB97M-V/def2-TZVPD.

The geometry in XYZ format:
```
19
C4H12N2S wB97M-V/def2-TZVPD
C 2.01 -2.20 -0.14
N 1.61 -0.75 -0.47
C 0.08 -0.61 -0.31
C -0.43 0.78 -0.17
N -0.26 1.35 1.12
C -2.00 0.66 -0.39
S -2.88 2.26 -0.28
H 1.60 -2.82 -0.90
H 3.11 -2.23 -0.03
H 1.54 -2.20 0.89
H 2.06 -0.17 0.27
H -0.21 -1.21 0.62
H -0.28 -1.02 -1.23
H -0.03 1.38 -0.94
H 0.71 1.32 1.46
H -0.45 2.39 1.20
H -2.27 0.03 0.44
H -2.18 0.11 -1.26
H -1.74 2.91 0.10
```

Output
LUMO: 0.85 eV
HOMO energy: -8.97 eV
SMILES: CNC[C@H](N)CS
molecular weight: 120.221 g/mol
2S+1: 1

Entry 9:
Here is the molecule C3H5N3S2 in a non-equilibrium geometry from OMol25. Energies are from wB97M-V/def2-TZVPD.

The geometry in XYZ format:
```
13
C3H5N3S2 wB97M-V/def2-TZVPD
N -3.29 0.36 0.40
N -2.09 0.05 0.54
C -1.24 0.99 -0.11
C 0.25 0.87 0.48
S 0.49 -1.03 1.03
C 1.18 -1.51 -0.53
N 1.55 -0.76 -1.40
S 1.57 0.96 -0.78
H -3.61 1.20 -0.27
H -4.20 -0.48 0.46
H -1.49 1.84 -0.80
H 0.64 1.43 1.45
H 1.43 -2.54 -0.60
```

Output
LUMO: 0.48 eV
HOMO energy: -8.30 eV
SMILES: N/N=C/[C@H]1SC=NS1
molecular weight: 147.228 g/mol
2S+1: 1